No. 1
3 unconnected molecules or ions with the total composition CH2N4O2 in a non-equilibrium geometry. Source: the Open Molecules 2025 dataset; level of theory: ωB97M-V with the def2-TZVPD basis set.

Each line ends with the Löwdin charge.
Positions of all 9 atoms, in Å:
C: 1.391 -0.451 1.161  -0.521
N: -1.558 -0.179 0.429  -0.131
N: 0.783 0.785 -2.890  0.001
N: -0.554 0.014 -0.174  0.002
N: 1.328 1.557 -2.391  0.008
O: 2.032 -0.657 0.276  0.218
O: 0.779 -0.231 2.155  0.130
H: -2.372 0.446 0.687  0.125
H: -1.829 -1.283 0.746  0.169

Its net charge is 0. The gap between HOMO and LUMO is 9.20 eV. Its total energy is -408.7724 a.u. The value obtained for the relative energy (zero: lowest compared OMol25 entry of this formula, charge and spin) is 8.2 kcal per mole. For the HOMO energy, the calculation gives -8.648 eV.


No. 2
A molecular structure, C15H17CeNO3S in a non-equilibrium geometry. Source: the Open Molecules 2025 dataset; level of theory: ωB97M-V with the def2-TZVPD basis set.

Each line ends with the Mulliken spin population.
Positions of all 38 atoms, in Å:
C: -0.449 -3.152 -3.121  0.016
C: 0.932 -2.893 -3.337  0.002
C: 1.125 -1.480 -3.377  -0.001
C: -0.140 -0.866 -3.170  -0.001
C: -1.114 -1.897 -3.003  -0.016
Ce: 0.308 -2.067 -1.136  0.308
C: 2.446 -3.068 -0.458  0.409
C: 1.625 -4.120 -0.354  0.202
C: 1.061 -5.307 -0.260  -0.027
N: -0.736 -2.812 -0.006  0.071
H: 2.075 -0.963 -3.524  0.011
H: 1.708 -3.653 -3.457  0.009
H: -0.335 0.206 -3.120  0.001
H: -2.177 -1.752 -2.810  0.001
H: -0.913 -4.134 -3.025  0.005
H: 2.998 -2.868 -1.385  0.001
H: -1.400 -3.379 0.536  0.004
H: 2.662 -2.430 0.407  -0.037
H: 1.688 -6.183 -0.040  0.006
H: -0.013 -5.453 -0.396  0.014
C: -1.414 5.039 4.222  0.000
C: -0.988 4.163 3.082  0.001
C: -1.257 4.548 1.758  0.000
C: -0.886 3.721 0.689  0.000
C: -0.242 2.504 0.938  -0.004
C: 0.036 2.123 2.259  -0.002
C: -0.333 2.946 3.324  0.001
S: 0.152 1.367 -0.396  0.007
O: -1.137 1.120 -1.189  0.001
O: 1.188 1.816 -1.436  -0.001
O: 0.597 -0.173 0.215  0.021
H: -0.925 6.031 4.138  0.000
H: -2.517 5.171 4.197  0.000
H: -1.142 4.593 5.203  0.000
H: -1.766 5.482 1.556  0.000
H: -1.119 4.017 -0.325  0.000
H: 0.522 1.179 2.467  0.001
H: -0.120 2.625 4.337  0.000

Its net charge is -1. The gap between HOMO and LUMO (spin up / spin down) is 3.80 / 6.98 eV. Its total energy is -1735.3513 a.u. The multiplicity is 2. The value obtained for the relative energy (zero: lowest compared OMol25 entry of this formula, charge and spin) is 106.9 kcal per mole. For the HOMO energy (spin up / spin down), the calculation gives -1.316 / -4.496 eV.


No. 3
A molecular structure, C13H7AsF6IrN2O7S in a non-equilibrium geometry. Source: the Open Molecules 2025 dataset; level of theory: ωB97M-V with the def2-TZVPD basis set.

Each line ends with the Mulliken spin population.
Positions of all 38 atoms, in Å:
Ir: -0.973 -0.083 -1.218  1.340
O: -2.760 3.456 -1.125  0.066
C: -2.064 2.530 -0.836  -0.004
O: -1.526 1.685 -1.691  0.125
C: -1.685 2.338 0.645  0.118
C: -2.359 3.102 1.562  -0.037
C: -1.919 3.126 2.878  0.224
C: -0.767 2.453 3.295  -0.008
C: -0.067 1.712 2.392  0.083
C: -0.541 1.553 1.036  0.192
O: 0.046 0.744 0.235  0.426
N: 1.176 1.048 2.875  -0.009
O: 1.965 0.651 2.049  0.007
O: 1.311 1.003 4.078  0.012
N: -2.667 3.938 3.874  -0.018
O: -2.180 3.996 4.982  0.026
O: -3.693 4.447 3.489  0.015
H: -3.217 3.689 1.263  0.005
H: -0.430 2.522 4.320  0.002
F: -2.230 -1.203 -2.499  0.001
As: -2.756 -2.544 -1.281  -0.007
F: -3.187 -1.162 -0.312  0.021
F: -0.914 -2.057 -0.653  0.037
F: -2.858 -3.566 0.047  0.000
F: -1.937 -3.633 -2.278  0.000
F: -4.263 -2.725 -1.971  0.000
S: 1.284 -0.144 -2.761  0.948
C: 2.426 -1.336 -2.359  0.060
C: 2.110 -2.470 -1.575  0.127
C: 3.082 -3.404 -1.309  -0.033
C: 4.380 -3.229 -1.795  0.183
C: 4.701 -2.114 -2.572  -0.044
C: 3.741 -1.176 -2.864  0.121
H: 1.103 -2.605 -1.205  0.018
H: 2.839 -4.279 -0.723  0.002
H: 5.143 -3.963 -1.571  0.005
H: 5.704 -1.992 -2.955  0.001
H: 3.980 -0.309 -3.466  -0.005

Its net charge is +1. The gap between HOMO and LUMO (spin up / spin down) is 8.00 / 5.56 eV. Its total energy is -4472.7725 a.u. The multiplicity is 5. The value obtained for the relative energy (zero: lowest compared OMol25 entry of this formula, charge and spin) is 10.2 kcal per mole. For the HOMO energy (spin up / spin down), the calculation gives -12.723 / -13.545 eV.


No. 4
5 unconnected molecules or ions with the total composition C37H61F7IN2O9S in a non-equilibrium geometry. Source: the Open Molecules 2025 dataset; level of theory: ωB97M-V with the def2-TZVPD basis set.

Each line ends with the Löwdin charge.
Positions of all 118 atoms, in Å:
C: 4.382 -4.922 1.553  0.099
C: 3.570 -4.355 0.682  -0.081
C: 2.518 -3.636 -0.286  -0.116
C: 1.322 -2.814 0.432  -0.253
O: 1.035 -3.871 1.434  -0.109
C: 0.122 -2.538 -0.697  -0.285
N: 0.984 -1.816 -1.675  0.082
C: 1.073 -2.233 -2.916  -0.255
C: 0.635 -1.153 -4.078  -0.004
C: 1.615 -3.635 -3.513  -0.018
C: -0.772 -3.782 -1.164  -0.568
I: -2.028 -4.766 0.349  1.026
C: -1.819 -3.567 -2.360  -0.320
C: -1.920 -4.936 -3.275  -0.113
N: -0.588 -1.329 -0.030  0.029
C: -1.230 -0.416 -1.025  -0.022
C: -2.737 0.080 -0.770  -0.177
O: -2.804 1.424 -1.383  -0.034
C: -3.916 -0.747 -1.485  -0.286
F: -5.060 0.168 -1.517  0.049
F: -4.328 -1.818 -0.622  0.038
F: -3.696 -1.104 -2.850  0.081
C: 0.053 -0.816 1.259  -0.166
C: -0.851 -1.560 2.425  -0.124
C: -2.327 -0.966 2.662  -0.136
C: -2.625 -0.194 3.859  0.041
C: -0.066 0.691 1.781  -0.150
O: -1.100 1.581 1.342  -0.151
C: -1.481 2.562 2.329  -0.179
C: -3.055 2.853 2.440  0.003
C: -3.687 3.854 3.480  -0.049
C: -2.710 4.620 4.486  -0.061
C: -1.136 4.350 4.376  -0.046
C: -0.516 3.321 3.312  0.001
C: 1.636 -1.384 1.217  -0.149
C: 2.193 -1.584 2.743  -0.233
C: 3.725 -1.940 2.945  -0.052
F: 1.996 -0.398 3.611  -0.075
S: 2.816 -0.175 0.416  0.913
O: 2.014 0.755 -0.526  -0.335
O: 3.433 0.827 1.408  -0.275
C: 4.187 -0.704 -0.663  -0.395
F: 5.082 0.451 -0.760  0.039
F: 3.789 -0.902 -2.056  0.033
F: 5.036 -1.781 -0.329  0.070
H: 5.254 -5.292 2.220  0.081
H: 3.098 -3.122 -1.118  0.086
H: 1.990 -4.529 -0.834  0.127
H: 0.885 -4.737 0.993  0.073
H: 1.094 -1.485 -5.097  0.094
H: -0.510 -1.050 -4.158  0.087
H: 1.170 -0.156 -3.808  0.091
H: 0.805 -4.478 -3.529  0.086
H: 2.572 -4.032 -3.012  0.086
H: 1.894 -3.489 -4.638  0.101
H: -0.042 -4.621 -1.519  0.081
H: -2.878 -3.416 -1.946  0.055
H: -1.605 -2.724 -3.102  0.086
H: -2.994 -5.376 -3.139  0.091
H: -1.199 -5.760 -2.930  0.075
H: -1.846 -4.699 -4.413  0.096
H: -1.440 -1.855 0.302  0.124
H: -0.541 0.522 -1.121  0.162
H: -1.301 -0.832 -2.113  0.129
H: -3.050 0.251 0.318  0.136
H: -2.095 1.999 -1.004  0.112
H: -1.007 -2.680 2.246  0.063
H: -0.362 -1.468 3.482  0.136
H: -3.217 -1.155 1.963  0.081
H: -1.830 -0.029 4.694  0.098
H: -3.687 0.258 4.015  0.084
H: -0.176 0.634 2.948  0.130
H: 0.911 1.335 1.703  0.137
H: -3.783 2.269 1.731  0.086
H: -4.837 3.997 3.530  0.104
H: -3.156 5.340 5.273  0.096
H: -0.393 4.888 5.093  0.092
H: 0.614 3.124 3.282  0.096
H: 1.580 -2.378 3.341  0.162
H: 4.375 -2.144 2.037  0.058
H: 3.796 -2.893 3.618  0.107
H: 4.283 -1.121 3.566  0.121
C: 7.591 0.324 -2.707  -0.089
C: 8.578 -0.820 -2.819  -0.320
O: 8.928 -1.292 -1.524  -0.082
H: 8.018 1.144 -2.124  0.085
H: 7.317 0.700 -3.697  0.078
H: 6.684 0.003 -2.190  0.037
H: 9.492 -0.490 -3.317  0.115
H: 8.153 -1.650 -3.392  0.106
H: 8.115 -1.591 -1.092  0.073
C: -6.336 -1.108 2.333  -0.081
C: -6.775 0.338 2.218  -0.300
O: -5.882 1.056 1.375  -0.103
H: -5.322 -1.170 2.739  0.045
H: -7.011 -1.671 2.983  0.082
H: -6.316 -1.586 1.349  0.069
H: -6.774 0.817 3.200  0.115
H: -7.785 0.408 1.802  0.115
H: -5.896 0.631 0.505  0.059
C: 2.122 3.945 -3.067  -0.083
C: 2.548 2.504 -3.260  -0.332
O: 2.385 2.124 -4.622  -0.097
H: 1.077 4.079 -3.361  0.078
H: 2.237 4.249 -2.023  0.077
H: 2.718 4.613 -3.696  0.076
H: 1.936 1.838 -2.647  0.073
H: 3.597 2.364 -2.979  0.111
H: 2.937 2.711 -5.158  0.088
C: -3.073 7.476 0.284  -0.094
C: -4.120 7.320 1.369  -0.320
O: -3.501 6.956 2.596  -0.109
H: -2.517 6.543 0.150  0.073
H: -3.535 7.751 -0.668  0.075
H: -2.344 8.245 0.556  0.073
H: -4.832 6.536 1.102  0.111
H: -4.672 8.253 1.516  0.109
H: -2.878 7.659 2.829  0.088

Its net charge is +1. The gap between HOMO and LUMO is 6.78 eV. Its total energy is -3626.9923 a.u. For the HOMO energy, the calculation gives -10.302 eV.


No. 5
A single C5H6O molecule. Source: the Open Molecules 2025 dataset; level of theory: ωB97M-V with the def2-TZVPD basis set.

Each line ends with the Löwdin charge.
Positions of all 12 atoms, in Å:
O: 1.330 -0.804 -2.251  0.052
C: 1.457 0.244 -1.666  -0.266
C: 0.882 0.543 -0.303  -0.163
C: 0.142 -0.616 0.301  -0.116
C: -0.920 -0.447 1.040  -0.111
C: -2.105 -0.262 1.549  0.004
H: 2.039 1.078 -2.112  0.120
H: 0.228 1.422 -0.395  0.127
H: 1.716 0.863 0.338  0.122
H: -2.915 -0.319 0.829  0.062
H: 0.486 -1.622 0.076  0.115
H: -2.339 -0.080 2.593  0.055

The structure (SMILES) is C=C=CCC=O. Its net charge is 0. The gap between HOMO and LUMO is 10.57 eV. Its total energy is -269.2803 a.u. The value obtained for the relative energy (zero: lowest compared OMol25 entry of this formula, charge and spin) is 41.4 kcal per mole. For the HOMO energy, the calculation gives -9.638 eV.


No. 6
8 unconnected molecules or ions with the total composition C16H35Cl14NO3P in a non-equilibrium geometry. Source: the Open Molecules 2025 dataset; level of theory: ωB97M-V with the def2-TZVPD basis set.

Each line ends with the Löwdin charge.
Positions of all 70 atoms, in Å:
C: 0.381 -0.469 0.007  -0.243
O: 0.930 -1.412 -0.879  -0.232
C: 2.262 -1.020 -1.310  -0.474
N: 3.015 -0.338 -0.328  -0.276
P: 3.850 -1.421 0.561  0.641
O: 5.164 -0.605 1.221  -0.329
O: 2.973 -1.908 1.929  -0.382
H: 0.772 -0.676 0.990  0.049
H: -0.680 -0.569 0.031  -0.020
H: 0.588 0.545 -0.288  0.028
H: 2.133 -0.322 -2.141  0.083
H: 2.739 -1.928 -1.685  0.057
H: 5.613 -0.279 0.450  -0.042
H: 2.373 -2.580 1.604  -0.132
Cl: -2.127 -3.187 0.782  0.555
C: -3.713 -3.139 -0.012  -0.655
C: -3.581 -3.211 -1.511  -0.657
Cl: -2.830 -1.744 -2.176  0.540
H: -4.220 -2.230 0.297  0.032
H: -4.285 -3.992 0.353  0.070
H: -4.568 -3.302 -1.963  0.069
H: -2.984 -4.065 -1.820  0.064
Cl: -1.667 1.722 -0.063  0.622
C: -3.226 2.148 0.688  -0.635
C: -4.181 0.991 0.843  -0.622
Cl: -4.821 0.437 -0.730  0.516
H: -3.683 2.937 0.095  0.033
H: -2.980 2.551 1.670  0.072
H: -5.041 1.312 1.429  0.068
H: -3.719 0.146 1.348  0.064
Cl: -1.074 -1.891 3.261  0.540
C: -0.600 -2.058 4.963  -0.657
C: -0.639 -3.493 5.418  -0.658
Cl: -2.305 -4.133 5.501  0.513
H: -1.255 -1.432 5.563  0.063
H: 0.416 -1.676 5.049  0.078
H: -0.221 -3.572 6.420  0.068
H: -0.066 -4.133 4.754  0.061
Cl: -5.212 3.787 -2.349  0.537
C: -3.717 4.070 -3.279  -0.655
C: -3.499 3.028 -4.346  -0.661
Cl: -3.120 1.430 -3.664  0.540
H: -2.886 4.100 -2.579  0.021
H: -3.815 5.052 -3.740  0.070
H: -2.652 3.317 -4.965  0.071
H: -4.372 2.925 -4.985  0.064
Cl: -0.674 5.081 -1.017  0.550
C: 0.067 6.011 0.311  -0.655
C: 1.316 5.350 0.833  -0.695
Cl: 0.997 3.818 1.677  0.550
H: -0.683 6.139 1.086  0.064
H: 0.321 6.992 -0.087  0.067
H: 1.804 6.011 1.548  0.071
H: 2.012 5.140 0.031  -0.007
Cl: 3.493 3.180 -0.662  0.600
C: 4.905 3.728 -1.597  -0.660
C: 5.274 2.778 -2.707  -0.672
Cl: 5.920 1.237 -2.102  0.554
H: 5.732 3.869 -0.906  0.064
H: 4.643 4.696 -2.024  0.065
H: 6.053 3.225 -3.323  0.063
H: 4.418 2.558 -3.339  0.067
Cl: 1.924 -4.678 1.691  0.633
C: 1.353 -5.630 0.302  -0.635
C: 2.175 -6.874 0.086  -0.676
Cl: 3.832 -6.510 -0.459  0.529
H: 1.365 -4.981 -0.571  0.078
H: 0.321 -5.905 0.510  0.064
H: 1.714 -7.484 -0.688  0.065
H: 2.245 -7.466 0.995  0.060

Its net charge is -1. The gap between HOMO and LUMO is 4.50 eV. Its total energy is -7695.2020 a.u. For the HOMO energy, the calculation gives -2.355 eV.


Q: The highest total energy belongs to which entry?
A: C5H6O


Q: What is the formula in the fifth record?
A: C5H6O